This record from OMol25 describes a 5-piece molecular cluster, C36H80F2N5O4S2 overall at a distorted geometry. The level of theory is ωB97M-V/def2-TZVPD.

Element x y z (Å)
C: 14.026664 -10.405425 -14.809226
C: 15.405312 -9.924732 -14.226628
C: 15.594994 -10.455047 -12.823723
N: 17.013040 -10.223560 -12.285323
C: 17.166457 -11.290715 -11.179781
C: 18.406448 -11.140984 -10.287947
C: 18.395865 -9.712092 -9.742167
C: 18.277069 -8.611810 -10.791360
C: 17.071268 -8.813250 -11.672476
C: 18.160180 -10.423717 -13.213284
H: 14.101631 -10.953766 -15.742287
H: 13.419911 -9.507383 -14.898732
H: 13.573982 -11.079745 -14.086680
H: 15.561067 -8.846200 -14.231663
H: 16.166193 -10.360702 -14.876156
H: 15.433135 -11.534654 -12.818070
H: 14.961283 -10.059771 -12.033642
H: 16.328017 -11.175113 -10.491947
H: 17.090942 -12.239000 -11.706172
H: 18.258558 -11.754129 -9.399264
H: 19.300669 -11.467580 -10.815824
H: 17.457736 -9.661125 -9.171522
H: 19.144051 -9.430019 -9.004641
H: 18.232195 -7.617664 -10.348991
H: 19.137871 -8.588440 -11.468128
H: 16.179701 -8.704520 -11.052130
H: 16.977025 -8.198230 -12.565846
H: 18.035086 -11.380997 -13.717605
H: 19.143717 -10.351905 -12.762936
H: 18.095814 -9.658949 -13.988150
C: 10.541356 -16.383656 -9.932018
C: 11.886969 -15.854280 -9.390992
C: 11.711361 -14.860912 -8.268710
N: 13.014532 -14.481263 -7.605685
C: 13.859075 -13.722692 -8.623661
C: 15.092788 -12.990793 -8.129665
C: 14.655894 -11.954693 -7.096425
C: 13.829062 -12.632430 -6.033559
C: 12.656948 -13.473052 -6.523368
C: 13.759486 -15.619672 -6.978219
H: 9.993961 -15.531020 -10.357292
H: 9.866142 -16.794669 -9.181347
H: 10.627407 -17.060529 -10.778192
H: 12.396622 -15.485364 -10.281083
H: 12.354101 -16.796149 -9.090368
H: 11.153316 -15.315925 -7.447547
H: 11.198149 -13.966975 -8.613859
H: 13.110028 -13.115472 -9.135476
H: 14.159505 -14.436833 -9.390397
H: 15.616106 -12.598533 -8.998506
H: 15.752769 -13.735028 -7.676404
H: 14.163550 -11.098986 -7.565395
H: 15.522101 -11.501119 -6.607720
H: 13.338948 -11.899723 -5.385096
H: 14.433122 -13.202233 -5.323064
H: 11.916483 -12.786128 -6.938587
H: 12.123326 -13.974941 -5.716366
H: 14.067608 -16.357529 -7.708576
H: 13.018437 -16.006170 -6.276768
H: 14.575164 -15.206294 -6.394876
C: 16.265429 -15.583884 -20.974629
C: 15.635242 -15.842254 -19.582323
C: 16.370936 -14.960806 -18.535779
N: 15.431973 -14.201051 -17.617511
C: 16.180813 -13.272541 -16.699607
C: 16.937224 -12.194811 -17.425514
C: 15.991810 -11.312860 -18.288665
C: 15.051347 -12.167270 -19.111877
C: 14.438728 -13.304658 -18.285246
C: 14.640619 -15.179304 -16.769976
H: 15.768899 -14.746003 -21.468312
H: 16.056077 -16.451396 -21.597840
H: 17.329031 -15.357036 -20.950305
H: 15.712393 -16.896275 -19.332023
H: 14.597506 -15.521406 -19.637117
H: 16.828240 -14.168871 -19.122259
H: 17.083360 -15.463456 -17.888288
H: 16.801315 -13.850240 -16.009081
H: 15.481275 -12.804097 -16.001753
H: 17.719608 -12.582682 -18.079412
H: 17.466989 -11.619283 -16.664534
H: 16.577670 -10.641400 -18.914287
H: 15.414932 -10.663768 -17.622854
H: 15.586592 -12.588241 -19.966858
H: 14.166063 -11.649873 -19.482683
H: 13.751142 -13.841416 -18.938343
H: 13.793229 -12.827624 -17.545346
H: 14.112521 -15.851169 -17.441072
H: 13.834788 -14.618481 -16.298801
H: 15.311162 -15.593870 -16.024686
C: 3.504553 -13.030124 -16.292200
C: 4.586442 -12.925197 -15.216032
C: 5.694212 -12.023749 -15.744067
N: 6.780316 -11.524659 -14.760487
C: 7.430740 -10.323608 -15.475944
C: 8.682474 -9.894545 -14.699456
C: 9.626515 -11.005320 -14.252457
C: 8.951019 -12.257198 -13.727190
C: 7.711692 -12.714198 -14.527989
C: 6.084343 -11.084967 -13.481911
H: 2.953860 -12.144982 -16.602234
H: 2.847188 -13.856199 -16.027599
H: 3.985291 -13.364557 -17.220384
H: 4.887959 -13.935495 -14.939124
H: 4.122524 -12.510384 -14.319039
H: 5.207032 -11.099068 -16.054194
H: 6.228780 -12.505124 -16.558942
H: 7.658826 -10.701544 -16.470412
H: 6.651267 -9.568644 -15.463893
H: 9.229724 -9.226442 -15.365836
H: 8.278909 -9.296465 -13.879940
H: 10.298719 -11.175203 -15.097462
H: 10.260302 -10.576257 -13.475387
H: 9.684111 -13.029506 -13.484319
H: 8.669765 -12.047462 -12.687523
H: 7.964120 -13.000030 -15.546502
H: 7.158974 -13.482129 -13.997428
H: 6.792792 -10.767702 -12.724559
H: 5.540977 -11.913441 -13.037342
H: 5.408351 -10.353827 -13.918186
N: 14.487388 -13.750240 -13.713036
S: 13.116475 -13.907337 -13.045347
O: 12.859664 -13.194409 -11.811219
O: 12.358244 -15.117626 -13.201425
F: 12.377470 -13.040468 -14.168043
S: 15.371742 -14.723024 -12.696642
O: 15.256819 -16.062522 -13.187444
O: 15.447772 -14.412075 -11.285393
F: 16.836833 -14.304830 -13.176323

Force components x, y, z for each atom (eV/Å):
0.6055 0.9363 1.2207
-0.3490 -0.6129 -0.4723
1.0636 -0.5854 -0.3200
0.3927 -0.5291 2.2508
0.1562 0.3175 0.4168
-0.2020 0.5762 -0.3231
-0.7771 0.7266 0.1989
0.8119 -0.1336 -1.1158
-0.6275 -0.7565 -0.2249
-0.8040 0.2828 -1.3925
0.1246 0.2452 -0.1532
-0.3964 -0.2783 -0.3266
-0.2307 0.0751 -0.0674
-0.3323 0.0528 -0.2943
0.2188 0.0853 0.1627
0.1117 0.0056 -0.1017
-0.2529 0.2873 -0.3188
-0.3828 0.0288 -0.4331
0.0882 -0.1017 0.2023
0.0965 -0.5097 -0.3129
0.2013 0.1719 0.2145
-0.0006 0.0688 0.1481
0.4097 -0.4739 -0.2292
-0.1311 -0.0506 0.0987
0.2828 0.0331 0.3662
-0.1495 -0.1007 -0.2283
0.2353 0.5491 0.3564
0.0896 -0.1443 0.2079
-0.2814 -0.0776 0.4535
0.0973 0.0487 0.0622
-0.8812 1.5130 -0.2172
-0.7823 -1.7026 -0.9077
0.4726 -1.3068 0.2621
0.6800 1.8424 -0.0838
-0.3745 -0.8863 -1.2982
-0.8830 -0.3054 0.7011
1.0328 0.2749 -0.0974
-0.8146 -0.1443 1.1347
-0.0844 0.4317 -0.2694
-1.1946 0.4394 0.4143
-0.0686 -0.0159 0.0528
0.2939 -0.2427 0.1275
0.4166 -0.2509 0.2567
0.2981 0.3275 0.3286
0.6028 0.4341 0.3851
-0.3194 0.0328 -0.1671
0.1879 0.1689 0.1175
0.3486 0.5257 0.0895
-0.0565 -0.1662 0.2002
-0.0949 0.1043 -0.0226
0.1652 0.1421 0.0355
-0.4121 -0.2568 -0.0886
0.0546 -0.1185 0.0023
0.1586 0.1527 -0.0650
0.2699 -0.0842 -0.2906
0.0774 -0.1514 -0.3960
0.3112 -0.2712 0.0397
0.0602 0.0876 -0.0474
0.3355 -0.5637 0.0009
0.1824 -0.1204 -0.2012
-0.7869 -0.2236 0.0462
1.0304 0.6936 0.0308
-1.0400 0.7544 -0.8317
-1.0472 -0.0071 1.2526
0.4213 -0.2084 0.8576
0.0251 0.4592 -0.8417
0.2525 0.2598 0.8097
0.1198 -0.9209 0.0584
-0.4030 0.7541 -1.3053
-0.3266 0.9124 -0.4048
0.0572 0.1036 0.0950
0.3385 0.0300 -0.1374
0.0782 -0.3194 0.0664
-0.2176 -0.0047 0.1482
-0.1194 -0.4131 0.0819
0.5330 -0.1420 0.2629
0.0636 -0.0855 -0.1037
0.2418 -0.2971 -0.4787
-0.4643 -0.1629 -0.3446
0.0344 -0.2168 0.1502
-0.0901 0.1994 -0.0734
0.0083 -0.0656 -0.0701
-0.0719 -0.0299 0.0317
-0.1419 0.0920 -0.1135
0.3092 0.3701 -0.1825
0.2577 -0.4611 0.1577
0.2984 -0.3812 0.4917
0.5373 -0.4986 0.0889
0.2982 0.1039 0.3829
-0.1717 -0.4722 -0.1051
0.6248 -1.0940 -0.9222
-0.5084 0.4240 0.3278
-0.2111 0.4010 0.8528
-0.8626 -1.2707 0.1608
0.7171 -1.6701 1.2257
-1.0203 0.5400 -0.3485
0.2243 0.4433 -0.5242
-0.2860 0.0790 1.0106
1.1075 1.5059 0.0966
0.3646 -0.3668 -1.1143
-0.0181 0.2174 0.6689
-0.3491 0.3098 0.0196
-0.0296 -0.0671 0.0145
0.3562 0.0317 -0.1745
0.0757 0.1062 -0.0732
0.0827 -0.0661 -0.4137
-0.0491 0.2128 -0.1657
-0.0927 0.2258 -0.1446
0.1532 0.1837 -0.3726
-0.0495 0.2177 0.2002
0.4750 0.0206 0.2373
-0.0423 -0.5247 0.0296
0.0619 -0.1630 0.0470
-0.0859 -0.3777 -0.9297
-0.5924 0.2146 -0.1221
0.2335 -0.4706 0.1237
-0.1360 -0.0713 -0.1913
0.0397 0.6014 -0.3260
-0.0403 -0.0583 -0.2853
-0.2188 0.4326 1.0805
2.8544 -0.8826 2.0607
-6.2486 1.0235 -0.1045
0.8469 -0.1195 -0.6182
1.2964 -0.2882 0.4390
-0.1929 0.8109 -0.1678
2.5215 -1.4150 -0.9469
-0.0507 0.5780 0.9600
-0.6936 -0.0669 -1.4063
-0.3318 0.5440 -0.2657

Computed properties:
Electronic energy = -2989.63701 hartree
Net charge = +3
Frontier orbital gap = 10.62 eV



This record from OMol25 describes one molecule with the formula C12H17P at a distorted geometry. The level of theory is ωB97M-V/def2-TZVPD.

Element x y z (Å)
C: -0.837637 0.993501 1.655974
C: 0.126097 1.945253 1.232298
C: 1.062446 1.839414 0.342099
C: 0.268599 1.176582 -0.878109
C: -0.115327 -0.145829 -1.254208
C: -0.502777 -0.332550 1.945986
C: 0.022822 -1.322940 -0.542332
C: 2.286452 2.539282 0.008359
C: -0.136224 2.277088 -1.902899
C: -0.912058 -0.309898 -2.565551
C: -1.589203 -1.225827 2.295037
C: 0.908921 -2.748705 1.877930
P: 0.955370 -1.120818 1.044037
H: -1.881795 1.233600 1.696237
H: -0.411914 -2.238991 -0.909516
H: 3.237441 1.845228 -0.070246
H: 2.368801 3.374975 0.703158
H: 2.249420 2.954682 -0.952801
H: 0.064678 3.244939 -1.468648
H: -1.166972 2.255291 -2.309849
H: 0.620353 2.246929 -2.679014
H: -1.961673 0.007076 -2.468760
H: -0.919279 -1.348521 -2.725075
H: -0.372829 0.236366 -3.294313
H: -2.305953 -0.592788 2.850171
H: -1.448698 -2.109975 2.971564
H: -2.171471 -1.559021 1.484288
H: 0.721570 -2.529250 2.957711
H: 1.835964 -3.256562 1.495934
H: 0.112365 -3.312438 1.396319

Force components x, y, z for each atom (eV/Å):
1.1902 -0.9468 0.5258
-1.2948 -1.6687 0.7646
-1.2892 -1.8551 -3.4636
0.4119 1.1395 -0.3671
-0.9839 -0.0098 0.3904
1.2509 1.1926 -2.1186
1.3726 1.4275 1.7219
2.5183 -0.7558 1.1949
0.5724 -0.3322 0.9098
0.0141 0.8159 2.0155
-1.9959 -0.2943 2.8797
0.3786 -0.1309 -1.2091
-0.6020 0.9955 0.1243
-0.3930 0.5571 0.5117
-0.0445 -0.1955 0.0519
-1.8720 1.2554 0.7306
0.7458 -0.1346 0.1488
-0.3502 0.6453 -1.5239
-0.3839 0.3660 0.3406
0.7137 -0.1996 0.2765
-0.1815 -0.2245 -0.7699
0.4092 0.2392 -0.1173
0.0002 -1.2479 -0.8318
0.0447 0.2916 -1.2478
0.0092 -0.3513 0.0450
0.4735 0.8079 -0.6527
-0.4706 -0.6529 -1.3887
0.6980 -0.8308 -0.8856
-0.5617 0.2997 1.3659
-0.3800 -0.2024 0.5783

Computed properties:
Electronic energy = -808.57171 hartree
Net charge = 0
Frontier orbital gap (spin up / spin down) = 7.08 / 6.72 eV



This record from OMol25 describes one molecule with the formula C10H20O2 at a distorted geometry. The level of theory is ωB97M-V/def2-TZVPD.

Element x y z (Å)
C: -0.347591 1.247458 -1.341900
C: -0.451996 -0.058409 -0.381994
C: -1.756767 -0.889664 -0.474239
C: -2.941722 -0.228183 0.195385
O: -3.735962 0.654198 -0.681958
C: 0.784174 -0.917580 -0.389249
C: 2.093468 -0.225631 -0.071399
C: 2.103920 0.130915 1.397033
O: 3.366959 -0.006873 1.920968
C: 2.840915 1.312556 2.071297
C: 3.421755 2.477885 1.215764
C: 2.386304 1.619695 3.501274
H: 0.013212 0.931874 -2.310036
H: 0.269897 2.072657 -0.920057
H: -1.366754 1.618526 -1.472094
H: -0.577141 0.369569 0.643284
H: -1.815621 -1.254563 -1.444802
H: -1.600616 -1.787543 0.176895
H: -2.566924 0.366204 1.028230
H: -3.646239 -1.037430 0.544598
H: -4.657308 0.447518 -0.619573
H: 0.691943 -1.871333 0.219553
H: 0.801933 -1.350561 -1.377857
H: 3.007509 -0.838478 -0.340870
H: 2.281796 0.711244 -0.649626
H: 1.171468 -0.107513 2.003114
H: 3.944820 3.187833 1.814149
H: 2.538393 2.968984 0.671847
H: 4.092464 2.176117 0.417211
H: 2.752252 2.579346 3.840896
H: 2.568879 0.833412 4.246943
H: 1.266245 1.801433 3.500877

Force components x, y, z for each atom (eV/Å):
-0.6234 -1.3922 1.2738
-0.5796 2.1407 1.5240
1.5481 0.2447 2.0794
-2.1400 -0.3211 -1.2006
1.7947 -0.2000 0.3524
0.0913 -1.4552 -0.7304
0.5280 0.7543 -0.4360
-0.6278 1.6283 0.4079
1.4360 -0.2788 1.6779
-0.5206 -0.6250 -1.2475
-2.0931 -0.8248 -0.6701
-1.7386 0.5773 -0.4441
0.2830 0.0915 -0.3531
-0.2764 -0.8194 -0.2461
0.0932 0.1067 -0.0137
0.4999 -0.0183 -0.4458
-1.0489 -0.5857 -1.9277
0.1848 0.4985 -0.4983
-0.2244 -0.0649 0.1719
0.7639 0.8567 -0.0271
-0.5913 -0.3178 0.2236
-0.0937 1.2986 -0.0719
0.3964 -0.1017 -0.7793
-1.1431 0.3198 0.6724
-0.5675 -0.5845 0.0822
1.3254 -0.5652 -0.5532
0.2228 0.6145 0.5259
1.2055 -0.3572 0.9371
0.0732 -0.4845 0.0727
0.5462 0.0745 0.2158
0.2479 0.1746 -0.5172
1.0283 -0.3843 -0.0547

Computed properties:
Electronic energy = -543.41332 hartree
SMILES = C[C@@H](CCO)CC[C@H]1OC1(C)C
Net charge = 0
Frontier orbital gap = 10.12 eV